The following is a DFT calculation (ωB97M-V/def2-TZVPD) of a molecular structure, C21H47OP3SeZr at a distorted geometry.

Cartesian coordinates (Å):
Zr: -0.271 0.004 -0.814
Se: -0.186 0.673 -3.322
P: -0.354 2.707 -0.813
P: 0.175 -2.778 -0.900
P: -2.787 -0.245 -0.902
O: -0.203 0.225 1.690
C: -0.680 -3.990 0.128
C: 4.709 -0.306 -1.166
C: 3.317 -0.140 -5.615
C: 1.447 0.146 -7.149
C: 1.382 3.280 -0.994
C: -0.538 -0.986 2.444
C: -3.685 1.138 -0.105
C: -3.584 -0.238 -2.562
C: -3.670 -1.677 -0.188
C: 1.910 -3.243 -0.979
C: 2.813 -0.099 -6.923
C: -0.960 3.686 0.606
C: 0.215 1.990 3.365
C: -0.549 -2.946 -2.550
C: 1.100 0.318 -4.747
C: 0.817 1.076 2.328
C: 4.617 -0.412 0.173
C: 2.461 0.070 -4.518
C: -1.159 3.654 -2.167
C: 0.598 0.345 -6.061
C: -0.799 -0.772 3.922
H: -1.422 -1.424 1.952
H: 1.601 0.433 2.751
H: 0.857 2.859 3.505
H: -4.752 0.875 -0.053
H: -3.521 -2.571 -0.805
H: 4.744 0.454 0.838
H: -1.157 4.716 0.278
H: 2.523 -2.380 -1.285
H: -2.239 3.460 -2.174
H: 1.389 4.343 -1.280
H: -0.373 -3.854 1.172
H: -1.541 0.005 4.104
H: 3.482 -0.260 -7.770
H: 0.294 -1.695 2.312
H: -0.173 -3.887 -2.985
H: -0.230 3.696 1.426
H: 1.271 1.652 1.510
H: -3.141 0.536 -3.198
H: -0.750 3.347 -3.139
H: -0.463 0.549 -6.219
H: -3.450 -1.215 -3.047
H: 0.142 1.489 4.328
H: -0.263 -2.105 -3.202
H: -0.418 -5.000 -0.219
H: 4.377 -0.334 -5.442
H: 1.892 2.686 -1.766
H: -0.978 4.725 -1.992
H: 0.115 -0.548 4.473
H: 2.029 -4.067 -1.698
H: -4.745 -1.452 -0.163
H: -3.333 -1.872 0.836
H: -1.893 3.252 0.988
H: 1.048 0.179 -8.163
H: -3.581 2.067 -0.681
H: -3.309 1.290 0.913
H: -1.766 -3.846 0.074
H: -1.186 -1.707 4.332
H: 2.845 0.059 -3.496
H: -1.647 -2.992 -2.501
H: 4.863 0.670 -1.645
H: -4.660 -0.045 -2.450
H: 0.104 -1.557 0.196
H: -0.781 2.347 3.087
H: 1.924 3.140 -0.047
H: 4.608 -1.186 -1.807
H: 4.478 -1.386 0.664
H: 2.235 -3.565 0.020

E_HOMO (spin up / spin down)	-19.58 / -19.58	eV
total charge	+4
2S+1	1



The following is a DFT calculation (ωB97M-V/def2-TZVPD) of C5H10O2 in the gas phase at a distorted geometry.

Cartesian coordinates (Å):
O: -0.842 -0.531 1.203
O: 2.719 -1.232 0.047
C: -0.594 0.166 0.007
C: 0.752 -0.271 -0.614
C: -2.061 -0.172 1.806
C: 1.022 0.516 -1.902
C: 1.898 -0.387 0.348
H: 0.305 0.184 -2.664
H: 0.924 1.602 -1.805
H: 1.065 -1.321 -0.913
H: 1.972 0.145 1.309
H: -1.420 0.023 -0.712
H: -2.913 -0.331 1.126
H: -2.188 -0.811 2.684
H: -2.073 0.882 2.130
H: 2.023 0.280 -2.270
H: -0.588 1.261 0.221

relative energy (zero: lowest compared OMol25 entry of this formula, charge and spin)	252.69	kJ/mol
SMILES	COC[C@@H](C)C=O
E_HOMO	-9.80	eV
2S+1	1



The following is a DFT calculation (ωB97M-V/def2-TZVPD) of 2 unconnected molecules or ions with the total composition C2H6NPS at a distorted geometry.

Cartesian coordinates (Å):
S: 3.420 -0.481 -0.159
P: 2.361 1.098 0.204
N: -0.095 0.302 0.516
C: -1.024 1.082 -0.342
C: -0.203 -1.144 0.297
H: -0.856 0.627 -1.346
H: -0.545 -1.550 1.240
H: -1.139 -1.389 -0.253
H: -0.623 2.077 -0.308
H: -2.069 0.932 0.039
H: 0.773 -1.553 0.114

relative energy (zero: lowest compared OMol25 entry of this formula, charge and spin)	285.29	kJ/mol
E_HOMO (spin up / spin down)	-9.41 / -7.16	eV
2S+1	1



The following is a DFT calculation (ωB97M-V/def2-TZVPD) of 2 unconnected molecules or ions with the total composition C3H9N2O2S at a distorted geometry.

Cartesian coordinates (Å):
S: 0.180 1.992 -1.762
O: -1.476 -0.350 1.746
O: -0.573 -1.748 -1.631
N: 0.072 -1.700 0.836
N: 1.655 0.615 0.377
C: -0.607 1.442 -0.246
C: -0.366 -0.454 1.260
C: 0.318 0.929 0.887
H: 2.019 1.364 -0.191
H: -1.359 0.666 -0.483
H: 1.710 -0.212 -0.206
H: -1.319 -1.127 -1.576
H: 0.517 1.518 1.777
H: 0.963 -1.831 0.408
H: 0.022 -1.065 -1.994
H: -1.132 2.376 -0.023
H: -0.624 -2.415 0.821

relative energy (zero: lowest compared OMol25 entry of this formula, charge and spin)	193.39	kJ/mol
E_HOMO	-2.83	eV
total charge	-1
2S+1	1



The following is a DFT calculation (ωB97M-V/def2-TZVPD) of 2 unconnected molecules or ions with the total composition C3H8NS2 at a distorted geometry.

Cartesian coordinates (Å):
S: -2.686 -0.430 1.754
S: 1.939 -2.266 0.725
N: 1.846 0.541 0.524
C: -0.483 0.618 -0.694
C: 1.641 -0.709 0.310
C: 1.017 0.224 -0.659
H: -1.022 -0.104 -1.188
H: -2.873 -1.806 1.323
H: 1.580 0.495 -1.552
H: 2.681 -1.892 1.702
H: -1.004 0.409 0.348
H: -0.651 1.723 -1.017
H: -3.824 0.094 2.085
H: 1.781 1.283 1.199

relative energy (zero: lowest compared OMol25 entry of this formula, charge and spin)	305.45	kJ/mol
E_HOMO	-12.88	eV
total charge	+1
2S+1	1



The following is a DFT calculation (ωB97M-V/def2-TZVPD) of a molecular structure, C4H8NO at a distorted geometry.

Cartesian coordinates (Å):
O: 2.263 0.887 0.476
N: 1.361 1.170 -0.115
C: 0.820 -1.805 -0.074
C: 0.237 -0.429 -0.439
C: -0.728 0.238 0.342
C: -1.400 1.452 0.002
H: 0.413 -2.141 0.966
H: -1.529 1.915 1.052
H: 1.967 -2.016 -0.256
H: -0.731 2.095 -0.639
H: -2.341 1.449 -0.476
H: -0.802 -0.109 1.401
H: 0.360 -2.558 -0.770
H: 0.111 -0.148 -1.469

⟨S²⟩	2.007
relative energy (zero: lowest compared OMol25 entry of this formula, charge and spin)	151.41	kJ/mol
E_HOMO (spin up / spin down)	-13.47 / -17.58	eV
total charge	+1
2S+1	3



The following is a DFT calculation (ωB97M-V/def2-TZVPD) of C4H4F2 in the gas phase at a distorted geometry.

Cartesian coordinates (Å):
F: 0.709 2.325 -0.659
F: -2.663 -0.243 -0.964
C: -1.858 0.093 0.043
C: -0.783 0.736 0.358
C: 0.366 1.651 0.433
C: -1.831 0.414 1.433
H: -0.062 2.366 1.143
H: -1.818 -0.315 2.247
H: -2.370 1.314 1.725
H: 1.272 1.194 1.032

relative energy (zero: lowest compared OMol25 entry of this formula, charge and spin)	228.60	kJ/mol
SMILES	FCC1=C(F)C1
E_HOMO	-9.39	eV
2S+1	1



The following is a DFT calculation (ωB97M-V/def2-TZVPD) of a gas-phase ion, C15H23O2Si (charge +1) at a distorted geometry.

Cartesian coordinates (Å):
Si: 2.291 2.163 -0.858
O: 1.069 0.798 -0.882
O: -0.676 2.115 -0.491
C: -2.293 -1.807 1.575
C: 1.884 3.274 0.582
C: -2.455 0.593 -0.452
C: -2.547 -3.155 1.705
C: 0.205 -1.794 1.362
C: -1.062 -1.052 1.050
C: -0.320 -4.259 1.555
C: 2.093 3.021 -2.519
C: -1.686 -4.285 1.639
C: 0.494 -3.117 1.493
C: 3.849 1.206 -0.606
C: -0.871 -1.257 -1.353
C: -0.161 0.922 -0.524
C: -1.152 -0.268 -0.255
C: -2.190 2.055 -0.416
H: -2.923 0.358 -1.392
H: -3.130 -1.162 1.915
H: -3.165 0.365 0.316
H: 1.460 2.722 1.434
H: -2.540 2.641 -1.260
H: 1.074 3.399 -2.657
H: 0.189 -5.229 1.579
H: -1.636 -2.030 -1.310
H: 1.053 -1.108 1.462
H: 4.119 0.621 -1.502
H: -1.085 -0.056 1.537
H: -3.621 -3.426 1.868
H: 2.775 3.876 -2.586
H: 0.084 -1.735 -1.149
H: 4.725 1.843 -0.377
H: 1.177 4.070 0.313
H: 3.770 0.484 0.227
H: -2.460 2.540 0.520
H: 1.574 -3.355 1.508
H: 2.800 3.770 0.945
H: -0.839 -0.830 -2.354
H: 2.316 2.353 -3.356
H: -2.190 -5.262 1.714

relative energy (zero: lowest compared OMol25 entry of this formula, charge and spin)	95.67	kJ/mol
E_HOMO	-10.94	eV
total charge	+1
2S+1	1



The following is a DFT calculation (ωB97M-V/def2-TZVPD) of a molecular structure, C18H21Cl3N2O8S6Sc.

Cartesian coordinates (Å):
Sc: -0.421 -0.628 -0.621
Cl: -3.792 0.280 3.581
Cl: -3.535 3.352 2.001
Cl: -1.410 2.796 3.951
S: -0.961 -4.448 -1.538
S: -1.916 -3.623 -3.222
S: -1.117 2.304 -2.194
S: -1.485 -1.731 -3.233
S: 0.529 -3.175 -1.165
S: 1.903 0.899 -1.256
O: -2.096 2.607 -3.203
O: 0.965 1.265 -0.189
O: -1.183 3.073 -0.981
O: -3.032 -0.656 -0.787
O: -1.083 0.826 -1.935
O: 1.425 -0.421 -1.763
O: 3.297 0.924 -0.924
O: -1.626 -2.303 0.847
N: 1.342 -1.058 1.176
N: -1.339 0.519 1.086
C: 2.492 -1.651 0.858
C: 3.580 -1.708 1.712
C: 1.691 2.070 -2.581
C: 3.502 -1.124 2.966
C: 4.666 -1.125 3.914
C: 1.601 3.880 -4.686
C: 2.810 3.325 -4.306
C: -1.005 -2.868 1.994
C: 0.467 2.627 -2.964
C: 1.263 -0.497 2.389
C: -3.617 -1.859 -0.305
C: -2.324 2.321 2.590
C: -3.039 -2.179 1.041
C: 2.299 -0.510 3.299
C: -1.777 1.358 1.743
C: -3.853 0.480 -0.503
C: 0.437 3.529 -4.020
C: 2.854 2.423 -3.256
H: -3.431 -3.138 1.397
H: -3.300 1.376 -0.763
H: 2.162 -0.036 4.262
H: 0.015 -3.120 1.724
H: 3.723 3.591 -4.823
H: 5.151 -0.147 3.916
H: -4.704 -1.761 -0.245
H: 2.557 -2.087 -0.130
H: -1.539 -3.778 2.282
H: 0.328 -0.022 2.644
H: -1.028 -2.163 2.829
H: -4.124 0.507 0.557
H: 5.409 -1.868 3.627
H: 3.789 1.987 -2.936
H: 4.486 -2.198 1.380
H: 1.557 4.586 -5.506
H: -3.257 -1.406 1.786
H: -4.756 0.426 -1.116
H: -3.371 -2.648 -1.018
H: -0.519 3.937 -4.315
H: 4.340 -1.333 4.933

relative energy (zero: lowest compared OMol25 entry of this formula, charge and spin)	39.83	kJ/mol
E_HOMO (spin up / spin down)	-5.23 / -4.94	eV
total charge	-1
2S+1	1



The following is a DFT calculation (ωB97M-V/def2-TZVPD) of C7H6N4O2 in the gas phase at a distorted geometry.

Cartesian coordinates (Å):
O: -0.002 3.319 -0.079
O: -3.234 0.271 -1.170
N: -1.835 1.974 -0.459
N: 1.414 0.476 -0.521
N: 1.671 -0.655 -1.171
N: -0.960 -0.017 -0.618
C: 0.079 0.771 -0.136
C: -0.548 2.266 -0.173
C: 0.890 -1.080 1.465
C: -2.138 0.645 -0.768
C: 1.317 -1.843 -0.746
C: 0.976 0.311 0.974
C: 0.825 -2.071 0.592
H: 1.535 0.856 1.739
H: 0.765 -3.021 0.993
H: -2.420 2.733 -0.642
H: 1.618 -2.763 -1.318
H: -0.918 -1.055 -0.449
H: 0.965 -1.117 2.485

relative energy (zero: lowest compared OMol25 entry of this formula, charge and spin)	76.22	kJ/mol
SMILES	O=C1NC(=O)[C@]2(N1)[C@H]1C=CC=NN12
E_HOMO	-8.88	eV
2S+1	1



The following is a DFT calculation (ωB97M-V/def2-TZVPD) of 5 unconnected molecules or ions with the total composition C34H82FN4O9S at a distorted geometry.

Cartesian coordinates (Å):
S: 2.893 0.365 -3.334
F: 4.356 3.573 -2.764
O: 2.282 0.593 5.831
O: 0.642 -2.364 2.833
O: 2.567 0.911 -4.883
O: 0.519 10.270 0.438
O: -2.480 -6.711 1.800
O: -0.033 -4.879 -0.803
O: -3.548 -11.100 1.840
O: 1.594 6.249 -1.329
O: 1.023 -0.522 -0.718
N: -4.927 -8.543 2.554
N: -0.419 -0.100 4.748
N: -1.425 -2.361 -0.024
N: 2.763 8.081 0.727
C: 1.062 0.651 6.569
C: 3.387 2.367 -0.856
C: -1.388 -0.923 -0.271
C: 4.455 2.391 -2.000
C: 0.083 -0.413 6.084
C: 0.812 2.641 -5.141
C: 2.296 5.832 -0.161
C: 1.624 -1.800 -0.916
C: 0.127 9.401 -0.610
C: 1.122 1.087 -5.077
C: 1.882 -1.864 3.308
C: -1.882 -7.988 1.623
C: -0.371 -2.494 3.826
C: 0.006 5.420 -6.175
C: 2.446 6.686 -2.377
C: 0.347 -5.194 0.527
C: -3.173 -11.409 3.172
C: -1.143 -1.200 4.109
C: -1.091 4.415 -5.611
C: 0.899 3.338 -3.723
C: -2.429 4.704 -6.437
C: -1.430 -4.643 -0.946
C: 2.475 1.702 4.970
C: 4.519 1.100 -2.897
C: 2.082 6.816 0.984
C: -1.698 -3.167 -1.215
C: -0.643 2.901 -5.738
C: -4.943 -10.849 1.685
C: 2.385 9.161 1.641
C: -5.200 -9.376 1.386
C: 0.921 9.621 1.636
C: -4.886 -7.109 2.270
C: -3.809 -6.605 1.302
C: -0.307 -0.399 -1.223
H: -0.020 3.038 -3.153
H: 2.088 -2.170 4.335
H: 5.199 0.332 -2.440
H: -1.510 -0.816 3.152
H: 0.887 0.680 -6.092
H: 1.865 4.868 0.132
H: -0.383 -0.830 -2.229
H: 3.222 5.945 -2.591
H: -0.344 8.488 -0.240
H: -5.869 -6.795 1.903
H: -2.224 -8.487 0.714
H: -0.802 -7.850 1.557
H: 2.348 2.646 5.508
H: 0.609 -1.377 6.100
H: -5.271 -11.435 0.820
H: 2.706 -1.654 -0.972
H: 3.004 10.022 1.377
H: -3.231 -10.528 3.817
H: 0.615 1.649 6.548
H: -2.369 -0.600 -0.632
H: -2.138 -11.755 3.156
H: 3.497 1.658 4.593
H: -1.088 -3.213 3.419
H: -2.587 5.815 -6.419
H: 0.281 -4.315 1.174
H: -5.521 -11.191 2.548
H: -0.592 9.932 -1.236
H: -2.072 -8.612 2.498
H: 2.324 2.397 -1.196
H: 0.582 5.954 -5.372
H: -1.347 2.237 -5.154
H: 3.361 5.667 -0.356
H: -3.983 -5.533 1.159
H: -0.533 -2.638 0.370
H: -1.757 -5.218 -1.818
H: 2.908 7.647 -2.138
H: 0.819 10.371 2.424
H: 0.898 4.453 -3.783
H: -0.266 -6.002 0.932
H: -4.564 -9.097 0.535
H: 3.603 1.527 -0.135
H: 0.985 9.160 -1.243
H: -2.002 -5.003 -0.087
H: 1.910 -0.775 3.221
H: 0.358 0.156 4.154
H: 1.837 6.812 -3.273
H: 1.854 3.029 -3.213
H: -2.744 -3.034 -1.507
H: -1.328 4.660 -4.545
H: 0.999 6.957 1.099
H: -2.026 -1.437 4.711
H: 0.526 0.587 -4.271
H: 1.868 0.860 -2.544
H: 0.223 8.817 1.895
H: 1.431 -2.446 -0.059
H: -3.795 -12.210 3.581
H: 1.573 3.094 -5.824
H: -3.887 -7.055 0.307
H: -0.696 2.565 -6.816
H: -0.759 -0.472 6.780
H: 1.317 0.430 7.610
H: 4.999 1.397 -3.877
H: 1.791 1.666 4.117
H: 1.386 -5.530 0.510
H: -3.276 4.261 -5.850
H: -4.733 -6.606 3.229
H: -0.509 6.222 -6.771
H: -1.065 -2.867 -2.063
H: 2.561 8.379 -0.218
H: -1.237 -0.442 0.700
H: 5.459 2.468 -1.493
H: 2.672 -2.256 2.664
H: 2.664 8.874 2.660
H: -0.478 0.677 -1.343
H: 0.033 -2.955 4.733
H: -2.379 4.333 -7.488
H: 1.288 -2.276 -1.840
H: 0.755 4.858 -6.796
H: 2.470 6.380 1.911
H: -4.037 -8.814 2.953
H: 3.546 3.307 -0.255
H: -6.245 -9.246 1.089

relative energy (zero: lowest compared OMol25 entry of this formula, charge and spin)	0.00	kJ/mol
E_HOMO	-10.03	eV
total charge	+1
2S+1	1



The following is a DFT calculation (ωB97M-V/def2-TZVPD) of a molecular structure, C11H14BF3N6O3SSr at a distorted geometry.

Cartesian coordinates (Å):
Sr: -1.682 -0.498 -0.235
S: -3.923 -1.912 1.118
F: -6.084 -1.622 -0.489
F: -5.234 -3.625 -0.428
F: -4.152 -2.018 -1.495
O: -2.592 -2.462 0.756
O: -3.826 -0.414 1.215
O: -4.560 -2.581 2.193
N: 2.042 -0.581 -0.178
N: -0.134 0.652 -1.842
N: -0.039 1.168 0.971
N: 0.859 1.617 -1.907
N: 0.953 2.035 0.556
N: 2.674 0.614 -0.461
C: 4.262 -0.830 -0.009
C: 4.012 0.474 -0.397
C: 0.852 2.250 -3.113
C: -0.228 1.698 -3.854
C: 0.100 2.908 2.405
C: -4.932 -2.311 -0.372
C: -0.776 0.700 -3.024
C: -0.551 1.690 2.115
C: 1.051 3.072 1.399
C: 3.011 -1.452 0.120
C: 0.489 -2.591 2.140
B: 1.801 1.852 -0.701
H: 1.571 3.025 -3.329
H: 1.786 3.826 1.201
H: 2.474 2.800 -0.880
H: -0.115 3.586 3.208
H: 1.567 -2.777 2.166
H: 0.258 -1.556 2.513
H: 4.629 1.317 -0.624
H: 5.227 -1.287 0.155
H: -1.564 0.000 -3.242
H: -0.399 -3.236 2.272
H: 2.727 -2.443 0.430
H: -0.538 1.985 -4.826
H: 0.346 -4.262 1.808
H: -1.361 1.187 2.665

relative energy (zero: lowest compared OMol25 entry of this formula, charge and spin)	77.74	kJ/mol
E_HOMO (spin up / spin down)	-8.64 / -8.12	eV
2S+1	1



no.,E_tot (a.u.)
1,-4374.48554
2,-346.92919
3,-873.98231
4,-777.91714
5,-969.85594
6,-286.72366
7,-354.41351
8,-1025.07982
9,-5940.61948
10,-639.77151
11,-2738.33872
12,-1735.11615